(1)
C50H128As3F24N9O12S2 | the ωB97M-V functional and the def2-TZVPD basis

Last column: Mulliken charge in e.
Positions of all 228 atoms, in Å:
C  -2.9186  1.1958  -2.4105  0.25
F  -3.9498  0.8575  -3.1855  -0.14
F  -2.6734  2.5053  -2.3463  -0.19
F  -3.1578  0.7982  -1.1812  -0.21
S  -1.3365  0.2792  -3.0109  0.21
O  -1.7499  -1.1086  -3.2279  0.03
O  -0.8005  0.9581  -4.2230  -0.50
N  -0.2797  0.4813  -1.6843  -0.33
S  0.6381  -0.7555  -1.8023  0.26
O  0.2271  -1.9102  -0.9602  0.12
O  1.0933  -1.1584  -3.1604  -0.64
C  2.2090  -0.0612  -0.8349  -0.12
F  3.1804  -1.0041  -0.8381  0.02
F  2.5789  1.0901  -1.4308  -0.13
F  1.8722  0.1055  0.4445  -0.09
C  -3.4220  -6.7479  -0.1927  -0.98
C  -3.5612  -6.5946  -1.7918  -0.66
N  -2.5463  -5.5810  -2.3681  0.32
C  -1.1181  -6.1364  -2.2736  -1.00
C  -2.8756  -5.4526  -3.8863  -0.55
C  -2.0304  -4.3732  -4.7041  -1.09
C  -2.7405  -4.1560  -1.6498  0.08
C  -4.2436  -3.7873  -1.4171  -1.00
O  -4.8141  -3.7103  -2.7067  -0.24
C  -6.0892  -3.0283  -2.6996  -0.77
H  -3.3618  -5.8376  0.4039  0.03
H  -2.5383  -7.3116  0.1062  0.40
H  -4.2322  -7.3953  0.1428  0.43
H  -4.5280  -6.2221  -2.1306  0.43
H  -3.5972  -7.5616  -2.2936  0.57
H  -0.8837  -6.2978  -1.2214  0.23
H  -0.4167  -5.3958  -2.6580  0.41
H  -0.9995  -7.0885  -2.7908  0.32
H  -3.9402  -5.4984  -4.1155  0.50
H  -2.5511  -6.4041  -4.3075  0.57
H  -2.3684  -3.3527  -4.5238  0.20
H  -2.0513  -4.5902  -5.7721  0.49
H  -0.9863  -4.5413  -4.4401  0.26
H  -2.1539  -3.4555  -2.2442  0.35
H  -2.1362  -4.2379  -0.7464  -0.41
H  -4.2494  -2.7908  -0.9754  0.66
H  -4.6487  -4.5585  -0.7619  0.53
H  -6.6781  -3.6918  -2.0663  0.36
H  -6.3112  -3.0855  -3.7652  0.28
H  -6.0435  -2.0077  -2.3198  0.18
C  -4.8203  2.3354  1.6977  -1.17
C  -4.7124  2.8672  3.0816  -0.22
N  -6.1005  3.1495  3.7607  0.65
C  -6.7134  1.8662  4.3623  -1.20
C  -5.8012  4.0303  5.0114  -0.50
C  -4.5826  3.5837  5.9218  -1.30
C  -7.1493  3.8050  2.8166  -0.53
C  -8.5808  4.0225  3.5047  -0.98
O  -8.7469  4.9314  4.5311  -0.34
C  -8.3152  6.2928  4.5152  -0.52
H  -3.8607  1.9837  1.3186  -0.22
H  -5.2243  2.9551  0.8971  0.46
H  -5.3088  1.3610  1.6979  0.40
H  -4.3659  3.8976  3.0022  0.37
H  -4.1389  2.2757  3.7952  0.40
H  -7.4756  2.1192  5.0993  0.48
H  -5.9821  1.1542  4.7450  0.27
H  -7.1501  1.2899  3.5467  0.45
H  -6.6827  4.0838  5.6503  0.47
H  -5.6804  5.0310  4.5965  0.39
H  -3.5965  3.7841  5.5030  0.30
H  -4.6590  2.5503  6.2599  0.33
H  -4.5725  4.1690  6.8413  0.43
H  -7.4031  3.1256  2.0029  0.43
H  -6.7225  4.7820  2.5897  0.47
H  -8.9270  3.0566  3.8726  0.40
H  -9.2721  4.3140  2.7139  0.49
H  -8.8155  6.7745  5.3553  0.23
H  -8.5521  6.7529  3.5558  0.33
H  -7.2301  6.2730  4.6172  0.18
C  -1.7405  -0.5467  1.2068  0.14
C  -1.1720  -1.2151  2.5027  0.45
N  -2.2540  -1.8442  3.4206  1.00
C  -2.9589  -0.7284  4.1875  -1.57
C  -3.3729  -2.5886  2.5147  -0.05
C  -4.3637  -3.4247  3.3336  -1.46
C  -1.6271  -2.9023  4.3397  -0.64
C  -0.2827  -2.5178  5.0818  -0.63
O  -0.4043  -1.4256  5.9026  -0.28
C  0.4474  -1.3355  7.0855  -0.79
H  -0.9091  0.0003  0.7621  -0.25
H  -2.2930  0.3841  1.3354  0.04
H  -2.1511  -1.1295  0.3822  0.16
H  -0.6284  -0.4507  3.0581  -0.02
H  -0.4100  -1.9610  2.2765  -0.43
H  -2.2418  -0.0140  4.5919  0.29
H  -3.4534  -1.0873  5.0902  0.63
H  -3.6531  -0.3722  3.4264  0.59
H  -2.7611  -3.1754  1.8295  -0.08
H  -3.8378  -1.8548  1.8563  0.50
H  -3.8377  -4.2725  3.7726  0.39
H  -5.1976  -3.8214  2.7545  0.42
H  -4.6801  -2.8436  4.1998  0.31
H  -1.4656  -3.6941  3.6081  0.60
H  -2.3711  -3.2042  5.0769  0.40
H  0.5290  -2.1874  4.4337  -0.19
H  0.2023  -3.3836  5.5326  0.78
H  1.5082  -1.2098  6.8684  0.17
H  0.3244  -2.2689  7.6348  0.37
H  0.1344  -0.4720  7.6724  0.28
C  10.9728  -1.2686  0.6823  -1.24
C  9.7356  -1.5282  -0.3010  -0.50
N  8.4788  -0.6358  -0.2447  0.21
C  8.9452  0.8600  -0.2889  -0.96
C  7.5969  -0.8827  -1.5172  -0.67
C  6.3279  -0.0089  -1.5718  -0.70
C  7.6781  -0.8200  1.0799  -0.88
C  7.0816  -2.1862  1.2960  -0.70
O  5.9465  -2.3670  0.5481  0.15
C  5.0997  -3.4860  0.7990  -0.75
H  10.6699  -1.1724  1.7249  0.31
H  11.5188  -0.3577  0.4369  0.36
H  11.6793  -2.0947  0.7627  0.39
H  9.4332  -2.5741  -0.2484  0.45
H  10.0447  -1.4491  -1.3433  0.48
H  8.1197  1.5301  -0.5288  0.28
H  9.7327  1.1217  -0.9956  0.36
H  9.3354  1.0838  0.7040  0.45
H  7.4384  -1.9608  -1.4922  0.54
H  8.3011  -0.5982  -2.2990  0.55
H  5.7425  -0.3259  -2.4349  0.42
H  6.4661  1.0712  -1.6185  0.45
H  5.7587  -0.1718  -0.6566  -0.18
H  7.0126  0.0347  1.2008  0.48
H  8.4267  -0.8327  1.8721  0.41
H  6.9020  -2.3319  2.3612  0.51
H  7.8787  -2.8754  1.0169  0.08
H  5.5718  -4.3848  0.4022  0.45
H  4.1641  -3.3788  0.2502  -0.07
H  5.0395  -3.5647  1.8845  0.25
C  6.2617  -6.2339  -6.3982  -1.44
C  6.5272  -5.1938  -5.3414  0.19
C  5.2735  -4.8736  -4.4795  -0.83
O  5.5663  -3.9765  -3.4205  -0.16
C  4.4019  -3.2052  -3.0642  -0.95
N  7.7915  -5.4559  -4.4918  -0.14
H  7.8375  -4.7384  -3.7824  0.20
H  7.6996  -6.3879  -4.1135  0.38
H  8.6693  -5.4526  -4.9914  0.40
H  7.1348  -6.3502  -7.0402  0.44
H  5.4677  -5.8377  -7.0312  0.38
H  5.9108  -7.1493  -5.9216  0.41
H  6.8245  -4.3171  -5.9168  0.24
H  4.6738  -5.6587  -4.0189  0.49
H  4.6993  -4.3524  -5.2454  0.41
H  4.1146  -2.5112  -3.8542  0.52
H  4.4977  -2.6915  -2.1076  -0.10
H  3.4644  -3.7612  -3.0541  0.50
C  0.8760  3.6460  -2.5182  -1.12
C  0.4798  4.2077  -1.1279  0.39
C  -0.8277  5.0456  -1.0981  -0.62
O  -1.0620  5.4165  0.2984  -0.37
C  -2.3053  6.0501  0.5090  -0.67
N  0.4193  3.0313  -0.1672  1.37
H  1.3132  2.7231  0.1879  -0.24
H  -0.1553  3.3193  0.6118  0.54
H  0.0778  2.1975  -0.6236  -0.23
H  0.0411  2.9946  -2.7767  0.25
H  1.8191  3.1012  -2.5604  -0.02
H  0.9513  4.4548  -3.2451  0.59
H  1.2923  4.7598  -0.6556  0.48
H  -1.6805  4.5194  -1.5271  0.17
H  -0.6796  5.9505  -1.6875  0.35
H  -3.0625  5.4927  -0.0425  0.25
H  -2.2625  6.9763  -0.0641  0.28
H  -2.5588  6.1731  1.5619  0.28
C  -4.1438  9.0720  -2.6330  -1.31
C  -3.4200  8.8700  -3.9916  0.13
C  -3.0281  7.3935  -4.1208  -0.19
O  -4.2677  6.6073  -4.2543  -0.45
C  -3.9567  5.2615  -4.5103  -0.75
N  -4.2652  9.2297  -5.2060  -0.28
H  -5.0987  8.6594  -5.2192  0.33
H  -4.5944  10.1824  -5.2698  0.35
H  -3.8013  8.9507  -6.0587  0.35
H  -3.4350  9.0106  -1.8072  0.36
H  -4.6849  8.1670  -2.3569  0.33
H  -4.8972  9.8510  -2.5156  0.39
H  -2.6109  9.5820  -4.1547  0.38
H  -2.4691  7.0614  -3.2460  -0.08
H  -2.3990  7.3991  -5.0109  0.51
H  -3.9109  4.7098  -3.5713  0.15
H  -3.1227  5.1024  -5.1940  0.46
H  -4.7765  4.8240  -5.0800  0.33
C  4.8149  0.9603  4.2489  -1.06
C  3.4429  0.4573  3.7333  0.84
C  3.2324  -1.1109  3.6428  1.54
O  3.2625  -1.7065  4.8742  -0.52
C  3.4488  -3.1456  4.8575  -0.69
N  2.3868  0.8700  4.7784  -0.06
H  1.4149  0.7119  4.5539  0.04
H  2.5976  0.3512  5.6189  0.35
H  2.3137  1.8528  4.9994  0.46
H  4.8666  2.0457  4.3339  0.43
H  5.6255  0.6318  3.5984  -0.04
H  5.0506  0.5624  5.2359  0.41
H  3.0399  0.9196  2.8322  -0.66
H  4.0344  -1.3886  2.9589  -0.41
H  2.3067  -1.3600  3.1239  -0.52
H  4.4587  -3.3780  4.5195  0.29
H  2.7405  -3.6411  4.1935  0.21
H  3.3879  -3.5751  5.8574  0.30
As  -2.5650  2.3193  -7.6047  2.00
F  -1.6741  2.6932  -9.1242  -0.50
F  -2.5270  0.5659  -7.8131  -0.50
F  -3.4960  2.1261  -6.1000  -0.49
F  -2.5204  4.1005  -7.2764  -0.54
F  -4.1526  2.5618  -8.4537  -0.52
F  -1.0020  2.1443  -6.8136  -0.44
As  4.2240  3.6220  0.6887  1.88
F  5.2126  2.1440  0.6631  -0.45
F  3.8728  3.7064  -1.0650  -0.43
F  3.1819  5.1042  0.7956  -0.52
F  4.5204  3.8250  2.4660  -0.48
F  5.7432  4.5767  0.4861  -0.48
F  2.7987  2.6045  1.0025  -0.81
As  1.0757  -4.7138  1.3538  1.87
F  -0.6401  -4.2883  1.1030  -0.49
F  0.7295  -6.4858  1.2041  -0.51
F  2.7613  -5.1024  1.7437  -0.47
F  1.5300  -2.9081  1.4774  -0.21
F  0.6515  -4.7528  3.0694  -0.45
F  1.3892  -4.6425  -0.4267  -0.49

* Kohn-Sham gap: 0.2853 Ha
* charge: +4
* HOMO level: -15.39 eV
* multiplicity: 1
* largest force on an atom: 0.119 hartree/bohr
* energy relative to the best compared isomer or geometry (same formula, charge and spin): 0.0 kcal/mol
* E: -13276.7525 Eh
* LUMO energy: -7.63 eV

***

(2)
C50H129N5O18 | the ωB97M-V functional and the def2-TZVPD basis

Last column: Mulliken charge in e.
Positions of all 202 atoms, in Å:
C  -0.0229  1.1488  4.1093  -0.73
O  -0.9975  0.5357  4.8819  0.06
C  -0.5408  -0.5693  5.5771  -0.25
C  -1.4671  -0.9673  6.6709  -0.88
N  -1.5240  0.0361  7.6750  -0.30
C  -2.2820  -0.2699  8.8494  -0.64
C  -2.3096  0.9938  9.7101  -0.76
O  -2.9205  2.0625  9.0292  -0.06
C  -2.8468  3.3016  9.7061  -0.86
H  0.2350  0.6085  3.2050  0.11
H  0.8641  1.3448  4.7187  0.48
H  -0.5301  2.0902  3.8445  0.06
H  0.4167  -0.3050  6.0437  0.67
H  -0.4252  -1.4490  4.9253  -0.20
H  -1.0500  -1.8816  7.1652  0.43
H  -2.4343  -1.1869  6.1919  0.28
H  -2.0742  0.7868  7.2560  0.22
H  -1.8428  -1.0519  9.4755  0.42
H  -3.2879  -0.6343  8.6006  0.26
H  -1.2927  1.3023  9.9494  0.42
H  -2.8489  0.7932  10.6536  0.40
H  -3.3771  3.2518  10.6683  0.34
H  -3.3173  4.0498  9.0739  0.21
H  -1.8163  3.5872  9.9464  0.32
C  -2.3912  2.7589  -1.5370  -0.82
O  -1.8819  4.0061  -1.6151  0.04
C  -2.0395  4.6464  -2.8532  -0.85
C  -1.7592  6.1594  -2.6700  -0.41
N  -0.4509  6.4167  -2.2566  -0.09
C  -0.1363  7.8673  -2.0859  -0.36
C  0.2358  8.5300  -3.3247  -0.44
O  0.5360  9.9195  -3.0288  -0.29
C  0.4443  10.7165  -4.1241  -0.69
H  -1.8903  2.0076  -2.1929  0.35
H  -3.4575  2.7213  -1.7991  0.51
H  -2.2769  2.3618  -0.5137  -0.13
H  -3.0665  4.4435  -3.1534  0.42
H  -1.3647  4.1646  -3.5856  0.34
H  -2.4973  6.4618  -1.8744  0.23
H  -1.9643  6.7265  -3.5849  0.36
H  -0.2425  5.9585  -1.3725  0.10
H  0.7437  7.9650  -1.4463  0.15
H  -0.9853  8.3475  -1.5702  0.17
H  -0.6396  8.4597  -3.9760  0.32
H  1.0586  8.0184  -3.8630  0.31
H  0.5930  11.7704  -3.7973  0.23
H  -0.5362  10.6411  -4.6179  0.31
H  1.2535  10.4237  -4.8362  0.27
C  -6.0255  1.3536  7.9399  -0.30
O  -6.1213  2.0494  6.6950  -0.41
C  -5.0131  2.7907  6.3412  0.86
C  -5.3406  3.6111  5.1011  -0.95
N  -5.3448  2.7929  3.8579  -0.38
C  -4.0503  2.3527  3.3768  0.25
C  -4.1555  1.4268  2.2224  -0.28
O  -4.6889  0.1435  2.6532  -0.56
C  -3.6962  -0.7203  3.1733  0.42
H  -5.1518  0.6919  7.9028  -0.04
H  -6.9624  0.8011  8.0844  0.30
H  -5.9214  2.0240  8.8115  0.20
H  -4.1599  2.0609  6.1962  -0.29
H  -4.6861  3.4361  7.1833  -0.04
H  -4.6474  4.4628  4.9746  0.35
H  -6.3204  4.0587  5.1926  0.38
H  -5.8323  1.9313  4.1137  0.34
H  -3.4291  1.9131  4.1529  -0.28
H  -3.4878  3.2356  3.0183  0.11
H  -3.1451  1.2368  1.7838  -0.03
H  -4.8271  1.7762  1.4442  0.46
H  -4.2623  -1.4275  3.7970  0.44
H  -3.0854  -0.1172  3.8549  -0.48
H  -3.0181  -1.1774  2.4533  -0.20
C  3.4359  -0.5843  -4.5202  -0.62
O  4.2745  -1.6720  -4.7827  -0.17
C  5.6752  -1.3829  -4.8696  -0.49
C  6.3804  -2.6980  -5.3079  -0.76
N  5.9649  -3.7690  -4.4426  0.40
C  6.2856  -5.1505  -4.8888  -0.85
C  7.7448  -5.4247  -4.7037  -0.46
O  8.0101  -6.6007  -5.4124  -0.32
C  9.3394  -7.0655  -5.2474  -0.76
H  3.8219  -0.0878  -3.6044  0.19
H  2.4799  -1.0379  -4.2957  0.06
H  3.3867  0.1508  -5.3563  0.32
H  6.0535  -1.0203  -3.8933  0.11
H  5.8722  -0.5698  -5.5933  0.48
H  7.4797  -2.5752  -5.2023  0.38
H  6.1887  -2.9316  -6.3759  0.33
H  4.9405  -3.6581  -4.3667  -0.14
H  5.9738  -5.3156  -5.9406  0.41
H  5.7632  -5.8560  -4.2578  0.38
H  8.0122  -5.5449  -3.6554  0.31
H  8.3732  -4.5854  -5.0940  0.28
H  9.5883  -7.1952  -4.1901  0.30
H  10.0138  -6.3355  -5.6908  0.31
H  9.4136  -8.0229  -5.7557  0.24
C  -5.9022  -4.0552  -6.6529  -0.76
O  -5.3261  -3.8334  -5.4231  -0.29
C  -3.9400  -3.7174  -5.4340  -0.90
C  -3.3783  -3.4102  -4.0869  0.02
N  -3.8597  -2.1229  -3.5867  -0.24
C  -3.1971  -1.5200  -2.4105  0.45
C  -3.9282  -0.3396  -1.9282  0.14
O  -5.2970  -0.5801  -1.7705  -0.48
C  -5.6520  -1.1974  -0.5521  -0.18
H  -5.4739  -4.9756  -7.0563  0.32
H  -5.7264  -3.2552  -7.3970  0.29
H  -6.9564  -4.1791  -6.4384  0.23
H  -3.7297  -2.9707  -6.2153  0.38
H  -3.5296  -4.6462  -5.8521  0.45
H  -2.2903  -3.3200  -4.1896  0.17
H  -3.5608  -4.2652  -3.3764  0.06
H  -4.8476  -2.1847  -3.3251  0.33
H  -2.1443  -1.2574  -2.6008  0.17
H  -3.1158  -2.2464  -1.6157  -0.60
H  -3.8688  0.5210  -2.6105  0.15
H  -3.4540  -0.0602  -0.9530  -0.03
H  -5.4442  -0.5755  0.3395  -0.02
H  -5.1804  -2.1900  -0.3762  0.08
H  -6.7492  -1.2955  -0.5701  0.35
C  4.8150  2.5321  -0.9062  -1.38
C  4.0505  3.7103  -0.3705  0.49
C  4.3432  4.9747  -1.1555  -1.48
O  2.5928  3.4403  -0.3415  -0.39
H  5.8796  2.6904  -0.7344  0.49
H  4.6645  2.3326  -1.9678  0.34
H  4.6317  1.6138  -0.3370  0.23
H  4.3364  3.8008  0.6726  0.28
H  4.0871  4.7969  -2.1861  0.40
H  5.4208  5.2071  -1.2183  0.42
H  3.7684  5.8357  -0.8132  0.27
H  2.3547  3.3118  -1.2604  0.23
C  2.0558  -4.1301  -3.3734  -0.62
C  1.8346  -4.2461  -4.8844  0.60
C  2.3400  -5.5871  -5.3659  -1.06
O  0.4004  -4.0131  -5.0353  -0.38
H  1.7302  -3.1466  -3.0503  -0.50
H  3.1231  -4.2555  -3.1225  0.26
H  1.4551  -4.9215  -2.9147  0.67
H  2.4349  -3.4731  -5.4222  0.01
H  2.0913  -5.6695  -6.4357  0.44
H  1.9313  -6.4717  -4.8544  0.33
H  3.4211  -5.5050  -5.2629  -0.01
H  0.1834  -4.2930  -5.9358  0.33
C  -0.0846  7.1584  1.7148  -1.46
C  0.5504  5.7842  1.6161  0.27
C  -0.5573  4.7705  1.8554  -0.48
O  1.0848  5.7978  0.2828  -0.37
H  -0.9031  7.1904  0.9587  0.24
H  0.6560  7.9482  1.5368  0.35
H  -0.4623  7.3134  2.7366  0.48
H  1.3767  5.5964  2.3087  0.42
H  -0.2985  3.7075  1.8790  -0.09
H  -1.2570  4.9561  1.0296  0.05
H  -1.0665  5.0737  2.7625  0.43
H  1.5841  4.9848  0.1680  0.20
C  4.5744  -2.5711  -0.0822  -1.15
C  5.4376  -2.4354  -1.3225  1.83
C  6.7379  -1.6206  -0.9855  -1.50
O  5.7173  -3.7431  -1.7418  -0.69
H  3.6249  -3.0776  -0.3140  0.07
H  4.4265  -1.5534  0.2694  0.23
H  5.1696  -3.1294  0.6460  0.41
H  4.9229  -1.8504  -2.0628  -0.59
H  7.3132  -2.1565  -0.1895  0.42
H  6.4868  -0.5750  -0.8218  0.19
H  7.4055  -1.6564  -1.8870  0.32
H  5.8702  -3.6236  -2.7072  0.48
C  -2.4374  -4.3338  0.3307  -0.39
C  -2.8926  -4.8652  1.7056  0.42
C  -2.9366  -6.3299  1.6261  -1.51
O  -1.8868  -4.4168  2.6937  -0.49
H  -2.5679  -3.2505  0.3619  -0.59
H  -3.0139  -4.7156  -0.4845  0.62
H  -1.3674  -4.5454  0.1599  0.16
H  -3.8474  -4.4432  1.9959  0.38
H  -3.6155  -6.7109  0.8429  0.39
H  -3.3224  -6.7526  2.5530  0.42
H  -1.9104  -6.7073  1.4507  0.33
H  -1.9164  -5.0430  3.4327  0.21
C  0.6289  0.7779  -0.0681  -1.64
C  -0.1867  -0.4012  -0.6177  1.67
C  0.7642  -1.4800  -1.0489  -0.73
O  -1.1419  -0.9097  0.3090  0.81
H  1.1843  1.2381  -0.9133  0.46
H  1.3478  0.5409  0.7363  0.29
H  -0.0097  1.5913  0.3184  -0.17
H  -0.7780  -0.0804  -1.4666  -0.20
H  0.2791  -2.2678  -1.5968  0.40
H  1.2210  -1.8871  -0.1448  -0.46
H  1.5203  -1.0559  -1.7189  0.22
H  -0.6871  -1.2963  1.0739  -0.55
O  0.0893  -2.4007  2.4802  -0.06
C  1.3829  -2.9161  2.5182  -0.54
C  1.6217  -4.2022  1.7866  -0.45
O  0.7972  -5.2448  2.3141  -0.64
H  -0.5730  -3.1163  2.5260  0.10
H  2.0425  -2.1270  2.0858  0.43
H  1.7731  -3.1181  3.5177  0.25
H  2.6671  -4.4776  1.9523  0.42
H  1.4931  -4.0796  0.6935  0.05
H  -0.1164  -4.9646  2.1768  0.36

* Kohn-Sham gap: 0.3194 Ha
* HOMO level: -8.29 eV
* multiplicity: 1
* largest force on an atom: 0.053 hartree/bohr
* E: -3610.2502 Eh
* LUMO energy: 0.40 eV
* SMILES: COCCNCCOC.COCCNCCOC.COCCNCCOC.COCCNCCOC.COCCNCCOC.CC(C)O.CC(C)O.CC(C)O.CC(C)O.CC(C)O.CC(C)O.OCCO